Density functional theory data (ωB97M-V with the def2-TZVPD basis set) for an isolated molecule of C17H29N5O7 in a non-equilibrium geometry.

The orbital gap comes out at 9.273 eV. The value obtained for the total energy is -1465.64413 hartree. As for the structure (SMILES): COCCOCC(=O)NC[C@@]1(OC)CCN(C(=O)CCCn2c(O)nnc2O)C1. The calculation puts the HOMO energy at -8.72 eV. The energy above the lowest of the compared OMol25 structures with the same formula, charge and spin comes out at 21.3 kcal per mole.

Geometry as XYZ:
```
58
C17H29N5O7, DFT ωB97M-V with the def2-TZVPD basis set
C 0.414 4.863 0.863
O 1.453 4.000 0.428
C 1.131 3.248 -0.737
C 2.268 2.263 -1.051
O 2.501 1.414 0.077
C 3.398 0.312 -0.168
C 2.685 -0.856 -0.882
O 3.321 -1.656 -1.564
N 1.358 -0.946 -0.716
C 0.470 -1.949 -1.321
C -0.580 -1.365 -2.324
O 0.027 -0.691 -3.431
C 0.914 -1.442 -4.260
C -1.624 -2.399 -2.789
C -2.968 -2.026 -2.137
N -2.597 -1.023 -1.136
C -2.795 -1.257 0.186
O -3.530 -2.156 0.591
C -2.120 -0.320 1.201
C -2.456 -0.577 2.694
C -1.575 0.227 3.679
N -0.166 -0.154 3.572
C 0.835 0.390 2.798
O 0.590 1.455 1.979
N 1.964 -0.251 2.910
N 1.742 -1.288 3.820
C 0.493 -1.200 4.174
O -0.152 -2.038 5.036
C -1.440 -0.285 -1.649
H 0.742 5.410 1.748
H 0.152 5.595 0.097
H -0.482 4.302 1.134
H 0.206 2.688 -0.586
H 0.975 3.915 -1.586
H 1.995 1.682 -1.934
H 3.180 2.811 -1.293
H 4.268 0.628 -0.746
H 3.771 -0.060 0.786
H 0.972 -0.287 -0.059
H 1.037 -2.744 -1.810
H -0.052 -2.456 -0.508
H 1.201 -0.833 -5.116
H 1.832 -1.712 -3.739
H 0.454 -2.352 -4.644
H -1.753 -2.381 -3.871
H -1.329 -3.412 -2.512
H -3.584 -1.549 -2.902
H -3.530 -2.882 -1.752
H -1.054 -0.476 1.060
H -2.353 0.712 0.939
H -3.507 -0.337 2.870
H -2.363 -1.643 2.923
H -1.650 1.299 3.489
H -1.894 0.062 4.710
H 1.419 1.670 1.514
H 0.506 -2.686 5.307
H -0.906 0.351 -0.944
H -1.811 0.393 -2.418
```

Density functional theory data (ωB97M-V with the def2-TZVPD basis set) for an isolated molecule of C17H29N5O7 in a non-equilibrium geometry.

The orbital gap comes out at 9.022 eV. The value obtained for the total energy is -1465.64893 hartree. As for the structure (SMILES): COCCOCC(=O)NC[C@@]1(OC)CCN(C(=O)CCCn2c(O)nnc2O)C1. The calculation puts the HOMO energy at -8.47 eV. The energy above the lowest of the compared OMol25 structures with the same formula, charge and spin comes out at 18.3 kcal per mole.

Geometry as XYZ:
```
58
C17H29N5O7, DFT ωB97M-V with the def2-TZVPD basis set
C -1.445 3.018 -3.192
O -0.738 1.786 -3.120
C -1.224 0.803 -4.035
C -0.454 -0.517 -3.871
O -0.672 -1.041 -2.564
C 0.182 -2.147 -2.236
C 0.067 -2.496 -0.741
O 0.882 -3.249 -0.215
N -0.953 -1.968 -0.052
C -1.197 -2.161 1.381
C -2.077 -1.038 2.011
O -3.333 -0.932 1.328
C -4.202 -2.062 1.344
C -2.263 -1.179 3.526
C -1.180 -0.321 4.208
N -0.552 0.385 3.083
C 0.794 0.538 3.033
O 1.514 0.299 4.002
C 1.424 1.096 1.745
C 2.926 1.466 1.842
C 3.470 2.203 0.598
N 3.348 1.393 -0.614
C 2.323 1.336 -1.531
O 1.201 2.100 -1.379
N 2.558 0.490 -2.496
N 3.800 -0.088 -2.223
C 4.223 0.460 -1.120
O 5.399 0.179 -0.490
C -1.399 0.327 1.887
H -1.025 3.724 -2.474
H -1.366 3.468 -4.183
H -2.501 2.888 -2.949
H -2.286 0.618 -3.864
H -1.114 1.159 -5.061
H -0.789 -1.241 -4.616
H 0.605 -0.334 -4.056
H -0.103 -3.026 -2.815
H 1.227 -1.919 -2.449
H -1.593 -1.382 -0.571
H -1.651 -3.140 1.540
H -0.245 -2.203 1.917
H -5.151 -1.788 0.884
H -3.796 -2.895 0.769
H -4.416 -2.406 2.356
H -3.249 -0.803 3.806
H -2.221 -2.218 3.855
H -1.711 0.362 4.874
H -0.507 -0.990 4.752
H 1.296 0.336 0.973
H 0.854 1.977 1.451
H 3.089 2.097 2.719
H 3.516 0.563 2.021
H 2.928 3.136 0.431
H 4.522 2.464 0.729
H 0.565 1.848 -2.076
H 5.790 -0.545 -0.987
H -0.913 0.489 0.925
H -2.180 1.083 1.991
```

Density functional theory data (ωB97M-V with the def2-TZVPD basis set) for a cluster of 3 separate species, C17H30F6N4O7P in total in a non-equilibrium geometry.

The orbital gap comes out at 8.596 eV. The value obtained for the total energy is -2351.77442 hartree. The calculation puts the HOMO energy at -12.54 eV. As for the total charge: +1.

Geometry as XYZ:
```
65
C17H30F6N4O7P, DFT ωB97M-V with the def2-TZVPD basis set
C -0.084 -3.133 0.324
C 0.411 -2.596 -1.125
O -0.647 -1.732 -1.618
P -0.302 -0.085 -1.409
O 0.767 0.306 -2.454
C -1.859 0.863 -1.877
C -3.201 0.359 -1.164
C -2.995 -0.295 0.280
N -4.332 -0.896 0.665
N -4.636 -2.208 0.750
C -6.032 -2.256 1.103
N -6.639 -0.954 1.236
C -5.494 -0.127 0.945
N -5.706 1.214 0.955
O 0.088 0.370 0.170
C 1.470 0.092 0.523
C 1.962 1.303 1.472
H 0.689 -3.783 0.836
H -1.069 -3.682 0.110
H -0.375 -2.210 0.937
H 0.495 -3.513 -1.803
H 1.441 -2.122 -1.091
H -1.734 1.985 -1.746
H -1.997 0.694 -3.004
H -3.779 -0.398 -1.791
H -3.898 1.260 -1.010
H -2.267 -1.178 0.289
H -2.663 0.495 1.044
H -4.039 -3.024 0.588
H -6.613 -3.220 1.225
H -5.493 1.826 1.756
H -6.170 1.662 0.151
H 2.177 -0.038 -0.354
H 1.563 -0.847 1.173
H 3.043 1.116 1.792
H 1.331 1.325 2.428
H 1.914 2.314 0.961
C 1.929 -1.011 -4.984
C 2.130 0.262 -5.781
O 2.734 -0.024 -7.053
C 1.898 -0.443 -8.020
O 0.714 -0.589 -7.877
C 2.660 -0.662 -9.325
F 3.817 -1.326 -9.139
F 2.978 0.505 -9.918
F 1.954 -1.369 -10.222
H 2.873 -1.555 -4.887
H 1.544 -0.783 -3.987
H 1.225 -1.681 -5.483
H 2.817 0.922 -5.250
H 1.193 0.809 -5.911
C 1.355 1.121 8.441
C 1.817 2.517 8.073
O 2.941 2.461 7.180
C 2.653 2.265 5.882
O 1.541 2.134 5.444
C 3.931 2.276 5.046
F 4.918 1.552 5.604
F 4.415 3.522 4.890
F 3.745 1.779 3.811
H 2.184 0.537 8.847
H 0.554 1.162 9.181
H 0.987 0.584 7.563
H 2.156 3.039 8.969
H 1.007 3.110 7.641
```

Density functional theory data (ωB97M-V with the def2-TZVPD basis set) for a structure of composition C17H30GeMnN11O5S2.

The orbital gap (spin up / spin down) comes out at 7.496 / 7.915 eV. The value obtained for the total energy is -5667.52225 hartree. The calculation puts the HOMO energy (spin up / spin down) at -17.42 / -17.42 eV. The energy above the lowest of the compared OMol25 structures with the same formula, charge and spin comes out at 0.0 kcal per mole. Its spin multiplicity is 2. As for the total charge: +3.

Geometry as XYZ:
```
67
C17H30GeMnN11O5S2, DFT ωB97M-V with the def2-TZVPD basis set
Mn 0.235 -1.106 0.698
N -0.038 0.296 2.240
N -0.962 -0.112 3.229
C -1.230 -1.408 3.416
N -2.022 -1.762 4.409
S -0.532 -2.594 2.393
H 0.842 0.561 2.692
H -0.375 1.154 1.783
H -1.353 0.612 3.821
H -2.388 -1.102 5.081
H -2.256 -2.734 4.545
N 2.060 -1.973 1.425
N 2.128 -3.272 0.881
C 1.395 -3.596 -0.214
N 1.619 -4.761 -0.778
N 0.516 -2.643 -0.585
N -0.125 -2.776 -1.837
O -0.583 -1.750 -2.265
O -0.218 -3.872 -2.332
H 2.949 -1.497 1.249
H 1.927 -2.071 2.434
H 2.815 -3.909 1.261
H 2.364 -5.364 -0.460
H 1.049 -5.046 -1.566
C -4.881 -2.236 -0.834
N -3.758 -1.426 -0.355
C -3.768 -0.071 -0.154
C -2.522 0.271 0.261
N -1.739 -0.871 0.312
C -2.537 -1.867 -0.065
H -5.770 -1.979 -0.264
H -4.644 -3.285 -0.680
H -5.040 -2.042 -1.892
H -4.650 0.525 -0.305
H -2.182 1.252 0.549
H -2.267 -2.909 -0.120
O -2.014 3.629 0.663
S -0.807 3.732 -0.091
O 0.145 4.763 0.110
N -0.008 2.237 0.221
C 0.003 1.571 -0.855
O 0.509 0.260 -0.867
C -0.557 2.100 -2.084
C -0.629 1.561 -3.359
C -1.225 2.341 -4.344
C -1.729 3.606 -4.053
C -1.661 4.149 -2.767
C -1.067 3.371 -1.803
H -0.235 0.579 -3.582
H -1.297 1.962 -5.354
H -2.184 4.187 -4.843
H -2.051 5.133 -2.552
C 2.741 2.066 2.248
Ge 3.105 1.318 0.492
C 3.312 2.632 -0.912
C 4.596 0.058 0.619
C 1.695 -0.007 -0.235
H 3.608 2.682 2.495
H 2.689 1.318 3.045
H 1.873 2.719 2.263
H 4.314 3.049 -0.802
H 2.598 3.445 -0.814
H 3.245 2.190 -1.905
H 5.522 0.605 0.439
H 4.564 -0.736 -0.129
H 4.693 -0.377 1.616
H 2.192 -0.779 -0.832
```